(1)
C4H5NO | wB97M-V/def2-TZVPD

Computed properties:
* ΔE to the lowest compared entry with this formula, charge and spin: 2.398 eV
* frontier orbital gap: 10.05 eV
* largest force on an atom: 1.59 eV/A
* SMILES: C1=N[C@H]2C[C@H]2O1
* HOMO: -9.0 eV
* E_LUMO: 1.0 eV
* calculated total energy: -7764.128 eV

Last column: Mulliken charge in e.
CARTESIAN COORDINATES (ANGSTROEM)
C 1.606 0.462 -0.019  0.1057
N 1.024 0.290 1.110  -0.5216
C -0.164 -0.477 0.825  -0.1771
C -1.305 0.379 -0.132  -0.7093
C -0.272 -0.544 -0.628  0.0625
O 1.015 0.028 -1.148  -0.3893
H 2.601 0.907 -0.099  0.3627
H -0.402 -1.232 1.572  0.3537
H -1.111 1.403 0.138  0.2784
H -2.337 0.233 -0.519  0.2944
H -0.655 -1.449 -1.100  0.3399

***

(2)
C4H5NO | wB97M-V/def2-TZVPD

Computed properties:
* ΔE to the lowest compared entry with this formula, charge and spin: 1.668 eV
* frontier orbital gap: 11.77 eV
* largest force on an atom: 1.24 eV/A
* SMILES: N#CC[C@H]1CO1
* HOMO: -10.9 eV
* E_LUMO: 0.8 eV
* calculated total energy: -7764.858 eV

Last column: Mulliken charge in e.
CARTESIAN COORDINATES (ANGSTROEM)
N 2.848 0.806 1.323  -0.3857
C 2.009 0.474 0.598  0.1565
C 0.942 0.043 -0.313  -0.4130
C -0.406 -0.146 0.391  0.0889
C -1.667 -0.102 -0.355  -0.4494
O -1.092 -1.338 0.048  -0.4227
H 1.234 -0.921 -0.747  0.2643
H 0.878 0.762 -1.139  0.2782
H -0.422 0.097 1.456  0.4087
H -2.598 0.158 0.149  0.2483
H -1.650 0.102 -1.428  0.2259

***

(3)
C4H5NO | wB97M-V/def2-TZVPD

Computed properties:
* ΔE to the lowest compared entry with this formula, charge and spin: 2.944 eV
* frontier orbital gap: 8.88 eV
* largest force on an atom: 1.54 eV/A
* SMILES: CC(=C=N)C=O
* HOMO: -8.7 eV
* E_LUMO: 0.2 eV
* calculated total energy: -7763.583 eV

Last column: Mulliken charge in e.
CARTESIAN COORDINATES (ANGSTROEM)
C 0.657 -0.077 1.350  -1.1097
C -0.038 0.089 0.027  0.1788
C -0.107 -0.727 -1.021  0.5546
N -0.243 -1.370 -2.038  -0.4944
C -0.868 1.186 -0.431  -0.0807
O -1.412 1.216 -1.528  -0.5702
H 0.434 0.813 1.948  0.3113
H 0.327 -0.954 1.919  0.2877
H 1.748 -0.134 1.242  0.2801
H 0.505 -2.032 -1.778  0.3281
H -1.003 1.991 0.309  0.3144

***

(4)
C4H5NO | wB97M-V/def2-TZVPD

Computed properties:
* ΔE to the lowest compared entry with this formula, charge and spin: 1.147 eV
* frontier orbital gap: 10.83 eV
* largest force on an atom: 2.57 eV/A
* SMILES: CC(=O)CC#N
* HOMO: -10.3 eV
* E_LUMO: 0.6 eV
* calculated total energy: -7765.380 eV

Last column: Mulliken charge in e.
CARTESIAN COORDINATES (ANGSTROEM)
C 1.365 -0.174 -0.132  -1.0109
C 0.048 0.400 -0.601  0.5768
O -0.220 0.665 -1.746  -0.5422
C -0.984 0.604 0.469  -0.3207
C -1.269 -0.886 0.365  0.1913
N -1.592 -1.991 0.236  -0.3939
H 1.708 -0.958 -0.809  0.3089
H 2.040 0.680 -0.203  0.3455
H 1.373 -0.556 0.896  0.3208
H -1.863 1.151 0.117  0.2678
H -0.607 1.066 1.408  0.2566

***

- Which formula does entry 2 have?
  C4H5NO

***

- The lowest ΔE to the lowest compared entry with this formula, charge and spin belongs to which entry?
  number 4

***

- Among the records above, which one has the highest frontier orbital gap?
  number 2